{"formula": "C5H3NO", "method": "ωB97M-V/def2-TZVPD", "species": ["O", "N", "C", "C", "C", "C", "C", "H", "H", "H"], "xyz": [[1.71315, -0.79551, -0.19632], [-0.42455, -2.34986, -2.32767], [-0.23619, 0.89925, 2.29971], [-0.22982, 0.62912, -0.34637], [0.03572, -1.56165, -1.61654], [-0.24986, 0.83503, 1.09984], [0.62668, -0.59109, -0.66759], [-1.24102, 0.50954, -0.75049], [-0.21903, 0.93882, 3.36614], [0.22492, 1.48635, -0.86070]], "atomic_forces_ev_per_a": [[-0.542, 0.083, -0.302], [0.413, 0.848, 0.677], [-0.025, -0.023, -0.486], [-0.037, 0.038, -0.008], [-0.358, -0.842, -0.693], [-0.022, 0.018, 0.576], [0.457, -0.045, 0.214], [0.160, -0.025, 0.101], [-0.016, 0.059, -0.160], [-0.030, -0.110, 0.080]], "orbital_gap_ev": 10.1, "lumo_ev": -0.7, "de_lowest_kj_mol": 180.7, "max_force_ha_per_bohr": 0.0226, "spin_multiplicity": 1, "smiles": "C#CCC(=O)C#N"}